The following is a DFT calculation (the ωB97M-V functional and the def2-TZVPD basis) of an isolated molecule of CH5N3S at a distorted geometry.

Last column: natural (NBO) charge in e.
Element x y z (Å)
H -0.546 0.893 1.094  0.328
H 1.449 1.247 -0.239  0.352
N 1.592 -0.616 0.103  -0.684
H 1.997 -0.260 1.000  0.333
C -1.561 -0.171 -0.435  -0.483
H 1.003 -1.416 0.105  0.363
N 0.798 0.448 -0.449  -0.310
N -0.498 0.647 0.032  -0.447
H -1.204 -0.463 -1.439  0.245
S -3.029 -0.307 0.228  0.304

LUMO energy (spin up / spin down): 0.99 / -2.59 eV
expectation value of S²: 2.005
ΔE to the lowest compared entry with this formula, charge and spin: 31.0 kJ/mol
E: -603.3528 hartree
multiplicity: 3
charge: 0
highest occupied orbital energy (spin up / spin down): -6.03 / -9.07 eV